[1]
38
Properties=species:S:1:pos:R:3 method="wB97M-V/def2-TZVPD" e_above_lowest_kj_mol=0.0 homo_energy_ev=-8.43 total_energy_ev=-95319.385 largest_force_ha_per_bohr=0.0370 orbital_gap_ev=8.015 multiplicity=1
Sr -0.5893 0.5537 -0.6326
Br -2.6834 1.5329 -2.3817
N -0.5409 -2.7679 -1.2791
O -0.2341 -3.7573 -1.9628
O -0.6895 -1.6213 -1.7979
O -0.7215 -2.8882 -0.0302
C -3.8637 -0.6630 0.3794
O -2.6768 -0.0493 0.8332
C -2.5427 -0.1228 2.2411
C -1.3649 0.7141 2.7574
O -0.2351 0.4522 1.9376
C 0.9582 0.9205 2.5942
H -4.7153 -0.1238 0.8156
H -3.9377 -1.7049 0.7088
H -3.9206 -0.6073 -0.7039
H -2.4143 -1.1594 2.5671
H -3.4846 0.2286 2.6763
H -1.2265 0.3513 3.7801
H -1.6870 1.7545 2.8522
H 1.1721 0.2471 3.4218
H 0.7640 1.9493 2.9098
H 1.7841 0.9956 1.8884
C 0.8509 1.9827 -3.3697
O 1.2498 1.1008 -2.3249
C 2.5511 1.2743 -1.8078
C 2.9541 -0.0075 -1.0524
O 1.8500 -0.6105 -0.4373
C 2.1048 -1.7015 0.4155
H 1.7301 2.3825 -3.8751
H 0.1918 2.7717 -2.9937
H 0.1961 1.5014 -4.0964
H 2.4856 2.1068 -1.0908
H 3.2561 1.4707 -2.6164
H 3.7901 0.2378 -0.3905
H 3.2759 -0.7085 -1.8345
H 2.1765 -2.6262 -0.1696
H 1.2088 -1.8706 1.0129
H 2.9772 -1.5384 1.0556


[2]
33
Properties=species:S:1:pos:R:3 method="wB97M-V/def2-TZVPD" homo_energy_ev=-4.99 total_energy_ev=-22758.805 largest_force_ha_per_bohr=0.0528 orbital_gap_ev=3.193 multiplicity=1
C -3.0633 4.9611 -1.4484
C -3.3441 4.1316 -2.5624
In -1.5565 2.9143 -3.3112
F -1.8335 2.3202 -5.2872
C -1.4164 1.1274 -1.8833
C -0.5529 1.6236 -0.6563
F -0.8491 -0.0375 -2.5030
H -2.8213 4.4663 -0.4818
H -3.0379 6.0602 -1.6144
H -4.3573 4.0610 -3.0280
H -0.1123 3.9820 -3.1113
H -2.4576 0.9200 -1.5190
H -0.9929 1.3218 0.3327
H -0.4969 2.7438 -0.6732
H 0.4969 1.2430 -0.6781
C 2.6573 -3.3940 1.2597
C 1.1565 -3.2331 1.0659
C 0.7234 -1.8037 0.7460
O 0.7730 -1.0082 1.9226
C 1.9737 -0.2464 2.0815
N 0.4719 -3.6051 2.3484
H 3.0065 -2.9361 2.1870
H 2.9275 -4.4527 1.3012
H 3.2021 -2.9467 0.4296
H 0.8073 -3.9232 0.2968
H -0.3260 -1.8188 0.4356
H 1.2906 -1.3707 -0.0793
H 2.4477 -0.0144 1.1271
H 2.6735 -0.7879 2.7226
H 1.7146 0.6869 2.5798
H 0.8481 -4.4489 2.7820
H -0.5357 -3.7231 2.2179
H 0.5832 -2.8128 3.0004


[3]
30
Properties=species:S:1:pos:R:3 method="wB97M-V/def2-TZVPD" smiles="CN(C)C(C)(C)N.C=CC" e_above_lowest_kj_mol=110.7 homo_energy_ev=-8.45 total_energy_ev=-11599.717 largest_force_ha_per_bohr=0.0066 orbital_gap_ev=9.340 multiplicity=1
C -0.7360 -1.5258 -0.3780
N -0.5730 -0.0893 -0.4687
C -1.8638 0.5630 -0.3738
C 0.2961 0.3767 -1.5733
C -0.2185 -0.0107 -2.9674
C 1.7090 -0.1898 -1.3664
N 0.4436 1.8179 -1.5487
H 0.2348 -2.0119 -0.3607
H -1.3353 -1.9456 -1.2000
H -1.2421 -1.7530 0.5606
H -2.3305 0.2556 0.5620
H -1.7456 1.6446 -0.3441
H -2.5487 0.3024 -1.1960
H -0.2283 -1.0906 -3.0917
H -1.2260 0.3739 -3.1269
H 0.4398 0.4249 -3.7144
H 1.9920 -0.1138 -0.3211
H 1.7799 -1.2252 -1.6824
H 2.3992 0.4018 -1.9606
H 0.7191 2.1290 -0.6256
H -0.4112 2.2901 -1.8153
C 1.7673 -0.5559 2.8085
C 0.6204 -0.0001 2.4684
C -0.5046 0.2546 3.4159
H 2.5552 -0.7296 2.0954
H 1.9756 -0.8593 3.8228
H 0.4293 0.2849 1.4428
H -1.3984 -0.2859 3.0875
H -0.2497 -0.0532 4.4215
H -0.7498 1.3206 3.4300


[4]
37
Properties=species:S:1:pos:R:3 method="wB97M-V/def2-TZVPD" homo_energy_ev=-8.48 total_energy_ev=-41401.264 largest_force_ha_per_bohr=0.0691 orbital_gap_ev=9.108 multiplicity=1
C 4.1231 -0.5555 0.2046
C 3.4875 -1.9372 0.5182
N 2.2448 -2.2225 -0.2370
C 1.2563 -1.1864 -0.0081
C -0.0857 -1.6000 -0.6983
C -1.3493 -1.1746 0.0849
N -2.5138 -1.6979 -0.7032
C -1.5451 0.3995 0.2054
O -0.9002 0.9519 -0.8861
C -1.0793 2.3495 -1.0428
C -0.2280 3.2395 -0.0896
P -3.4179 0.6738 0.2438
N -4.0822 0.8490 -1.2113
O -1.0233 0.7729 1.4978
S 0.6293 0.5455 1.6302
O 0.9134 0.7741 3.0678
O 0.9729 -1.0714 1.4059
H 5.1304 -0.5540 0.6580
H 4.2705 -0.3896 -0.8731
H 3.5898 0.2829 0.6766
H 3.3369 -2.0790 1.5953
H 4.2077 -2.7145 0.2151
H 2.5128 -2.1168 -1.2115
H 1.5316 -0.2012 -0.4298
H -0.1202 -1.3008 -1.7554
H -0.0865 -2.7071 -0.6962
H -1.4238 -1.6504 1.0724
H -2.1459 -2.5148 -1.1809
H -3.1795 -2.1034 -0.0527
H -0.7372 2.5833 -2.0630
H -2.1196 2.6995 -0.9965
H 0.7845 2.8162 -0.0059
H -0.1175 4.2398 -0.5320
H -0.7013 3.3191 0.8991
H -3.6476 1.8904 0.9537
H -3.9979 -0.3903 0.9817
H -4.4898 1.7804 -1.2367